{"formula": "C6H12N", "method": "ωB97M-V/def2-TZVPD", "symbols": ["C", "C", "C", "C", "C", "C", "N", "H", "H", "H", "H", "H", "H", "H", "H", "H", "H", "H", "H"], "coordinates": [[2.21473, -1.31632, 1.46811], [0.92743, -0.87973, 1.13920], [0.67303, -0.18428, -0.13921], [1.05110, -0.78696, -1.30231], [0.09495, 1.25195, -0.10222], [-1.40925, 1.21251, 0.21506], [-2.12405, 0.14133, -0.72711], [3.05424, -0.72531, 1.14336], [2.50213, -1.93953, 2.23590], [0.05083, -1.19514, 1.67463], [0.50120, -0.66732, -2.27762], [1.75278, -1.59419, -1.21937], [0.19845, 1.95437, -1.10668], [0.62677, 1.80400, 0.73597], [-1.53783, 0.95017, 1.25002], [-1.68276, 2.21080, -0.09478], [-2.41949, -0.84222, -0.33441], [-3.01361, 0.60886, -1.06585], [-1.46066, -0.00300, -1.49269]], "atomic_forces_ev_per_a": [[-3.27, 3.17, -1.20], [3.93, -1.22, 0.36], [0.92, 1.10, -1.63], [-1.61, 0.36, 0.52], [-0.02, 0.46, -1.34], [1.21, -0.54, -0.62], [-1.42, 0.28, 1.03], [0.18, -0.19, -1.07], [-0.18, -1.48, 1.76], [-0.23, -0.40, 0.27], [1.39, 0.74, 0.74], [-0.29, -0.72, -0.17], [0.22, -2.25, 2.33], [-0.74, -0.53, -1.05], [-0.72, -0.02, 0.20], [-1.36, -0.10, 0.35], [1.05, 2.47, -0.54], [1.26, -0.89, 0.19], [-0.31, -0.25, -0.14]], "nbo_charge": [-0.319, -0.259, -0.077, -0.351, -0.463, -0.216, -0.730, 0.203, 0.209, 0.206, 0.193, 0.230, 0.237, 0.278, 0.238, 0.243, 0.471, 0.455, 0.452], "orbital_gap_ev": 8.8, "smiles": "C=CC(=C)CC[NH3+]", "total_charge": 1}

{"formula": "C6H12N", "method": "ωB97M-V/def2-TZVPD", "symbols": ["C", "C", "C", "C", "C", "C", "N", "H", "H", "H", "H", "H", "H", "H", "H", "H", "H", "H", "H"], "coordinates": [[0.62772, 3.23204, 0.95543], [-0.41927, 3.48567, 1.47195], [0.35847, -0.57387, 0.99233], [1.34879, -0.70024, -0.09377], [-0.76644, 0.09372, -1.16187], [-0.55132, -2.26339, -0.59331], [-0.06711, -0.90570, -0.36207], [1.56469, 3.06320, 0.50983], [-1.33858, 3.69399, 1.93416], [0.25655, -1.36416, 1.72381], [1.78839, 0.19738, -0.50964], [0.09301, 0.40987, 1.35826], [1.99260, -1.56835, -0.16819], [-0.44323, 0.02019, -2.20202], [-1.83991, -0.08284, -1.11536], [-0.55992, 1.09936, -0.79563], [-0.64672, -2.45463, -1.66122], [0.12927, -2.99409, -0.15941], [-1.52699, -2.38817, -0.12329]], "atomic_forces_ev_per_a": [[-0.25, 0.02, 0.09], [0.31, -0.27, -0.19], [0.30, 0.21, 0.90], [1.04, 0.15, 0.18], [-0.41, 0.79, -0.56], [-0.27, -0.96, -0.04], [-0.48, -0.17, -0.39], [0.51, -0.02, -0.21], [-0.54, 0.19, 0.28], [-0.01, -0.11, -0.16], [-0.24, 0.03, -0.06], [-0.06, 0.06, -0.22], [-0.25, -0.07, 0.05], [0.02, -0.10, 0.13], [0.05, -0.06, 0.12], [0.09, -0.11, 0.08], [0.12, 0.13, 0.02], [0.06, 0.13, 0.00], [0.02, 0.16, -0.04]], "nbo_charge": [-0.274, -0.200, -0.218, -0.214, -0.414, -0.409, -0.197, 0.234, 0.244, 0.247, 0.246, 0.264, 0.250, 0.237, 0.240, 0.247, 0.242, 0.235, 0.239], "orbital_gap_ev": 11.4, "total_charge": 1}

Calculated values (kJ/mol) of energy relative to the best compared isomer or geometry (same formula, charge and spin) for the records, taken in order: 295.9 308.6.
Calculated values (a.u.) of calculated total energy for the records, taken in order: -290.2092 -290.2044.
Calculated values (u) of M for the records, taken in order: 98.2 98.2.